[1]
{
  "formula": "C5H7NO3",
  "method": "wB97M-V/def2-TZVPD",
  "total_charge": 0,
  "relative_energy_kcal_mol": 91.2,
  "smiles": "O=C1C=C(O)[C@@H]2O[C@H]12.N",
  "energy_ha": -475.1036,
  "homo_ev": -8.65,
  "elements": ["N", "H", "H", "H", "C", "C", "C", "O", "C", "O", "C", "H", "H", "H", "O", "H"],
  "xyz": [[-1.763, 0.231, -1.496], [-1.192, 0.816, -2.104], [-2.036, -0.620, -1.984], [-2.589, 0.741, -1.181], [-0.395, -0.375, 0.314], [0.684, -1.145, -0.133], [1.926, -0.474, 0.138], [3.077, -0.854, -0.067], [1.582, 0.873, 0.779], [0.809, 1.710, -0.087], [0.131, 0.925, 0.889], [0.595, -2.110, -0.630], [2.273, 1.375, 1.457], [-0.416, 1.462, 1.665], [-1.452, -0.872, 0.982], [-1.233, -1.682, 1.457]],
  "nbo_charge": [-1.02, 0.39, 0.38, 0.38, 0.50, -0.50, 0.50, -0.55, -0.02, -0.46, -0.04, 0.23, 0.21, 0.21, -0.71, 0.50]
}


[2]
{
  "formula": "C5H7NO3",
  "method": "wB97M-V/def2-TZVPD",
  "total_charge": 0,
  "relative_energy_kcal_mol": 168.4,
  "energy_ha": -474.9806,
  "homo_ev": -8.09,
  "elements": ["C", "C", "C", "C", "C", "H", "H", "H", "H", "H", "H", "H", "N", "O", "O", "O"],
  "xyz": [[-1.792, -1.464, -0.053], [-0.935, -0.234, 0.095], [0.463, -0.079, 0.289], [-0.501, 2.003, 0.102], [1.526, -1.039, 0.195], [-2.782, -1.007, -0.701], [-1.187, -2.496, -0.766], [-2.371, -1.831, 0.796], [-0.554, 2.079, 1.253], [-0.480, 2.988, -0.551], [1.066, -2.070, 0.342], [2.296, 1.040, -0.563], [2.773, -0.758, -0.139], [0.854, 1.330, 0.084], [-1.449, 1.008, -0.267], [3.072, 0.529, -0.115]],
  "nbo_charge": [-0.67, 0.25, 0.14, 0.21, -0.07, 0.25, 0.24, 0.24, 0.17, 0.22, 0.21, 0.49, -0.07, -0.56, -0.50, -0.54]
}


[3]
{
  "formula": "C5H7NO3S",
  "method": "wB97M-V/def2-TZVPD",
  "total_charge": 0,
  "relative_energy_kcal_mol": 120.7,
  "energy_ha": -873.1727,
  "homo_ev": [-8.19, -8.20],
  "elements": ["C", "C", "C", "C", "C", "N", "O", "O", "O", "S", "H", "H", "H", "H", "H", "H", "H"],
  "xyz": [[2.326, -0.597, -0.526], [1.478, -1.658, -0.221], [2.194, 0.773, -0.007], [-0.926, -0.258, 0.649], [-2.855, 0.339, -0.495], [1.000, 1.212, 0.357], [-0.197, 0.532, -0.226], [0.672, 2.194, 1.031], [-2.069, -0.658, 0.136], [0.053, -1.849, 0.776], [3.245, -0.765, -0.950], [1.942, -2.563, -0.491], [3.106, 1.225, 0.335], [-0.893, 0.090, 1.647], [-2.567, 0.640, -1.536], [-2.534, 1.249, 0.098], [-3.975, 0.092, -0.576]],
  "nbo_charge": [-0.28, -0.33, -0.05, 0.32, -0.28, 0.35, -0.42, -0.45, -0.52, 0.22, 0.21, 0.23, 0.24, 0.17, 0.19, 0.19, 0.21]
}


[4]
{
  "formula": "C5H7NOS",
  "method": "wB97M-V/def2-TZVPD",
  "total_charge": 0,
  "relative_energy_kcal_mol": 71.2,
  "energy_ha": -722.8046,
  "homo_ev": -8.42,
  "elements": ["C", "C", "C", "C", "C", "H", "H", "H", "H", "H", "H", "H", "N", "O", "S"],
  "xyz": [[0.066, -0.447, -2.588], [-0.410, -0.221, -0.028], [-1.281, 0.020, 1.166], [-0.542, 0.612, 2.262], [0.977, 0.246, 0.443], [0.279, -1.559, -2.431], [0.077, -0.048, -3.604], [0.972, -0.120, -2.075], [-0.185, -1.342, 0.060], [-2.620, 0.301, 1.241], [-0.722, 1.064, 3.245], [1.785, 0.745, 2.285], [0.881, 0.605, 1.803], [1.982, 0.131, -0.289], [-1.257, 0.013, -1.490]],
  "nbo_charge": [-0.80, -0.59, -0.21, -0.03, 0.68, 0.21, 0.24, 0.27, 0.26, 0.25, 0.24, 0.43, -0.64, -0.61, 0.31]
}


[5]
{
  "formula": "C5H7NOS",
  "method": "wB97M-V/def2-TZVPD",
  "total_charge": 0,
  "relative_energy_kcal_mol": 93.3,
  "energy_ha": -722.7694,
  "homo_ev": -8.57,
  "elements": ["C", "C", "C", "C", "C", "N", "O", "S", "H", "H", "H", "H", "H", "H", "H"],
  "xyz": [[0.322, 0.802, -1.709], [-1.855, 1.130, -0.167], [-0.712, 0.496, -0.813], [1.106, -1.611, 0.317], [0.333, -0.374, 0.899], [1.302, 0.705, -2.299], [1.093, 0.605, 1.549], [-2.202, -0.450, -1.108], [-1.882, 1.261, 0.953], [-2.296, 2.042, -0.653], [1.789, -1.087, -0.284], [0.399, -2.229, -0.274], [1.652, -2.087, 1.221], [-0.650, -0.432, 1.391], [1.601, 1.228, 0.977]],
  "nbo_charge": [0.23, -0.46, -0.34, -0.68, 0.29, -0.32, -0.73, 0.17, 0.23, 0.23, 0.23, 0.24, 0.24, 0.18, 0.50]
}


[6]
{
  "formula": "C5H7NOS",
  "method": "wB97M-V/def2-TZVPD",
  "total_charge": 0,
  "relative_energy_kcal_mol": 100.1,
  "smiles": "C1=NSC2(C1)COC2",
  "energy_ha": -722.7585,
  "homo_ev": -8.87,
  "elements": ["C", "C", "C", "C", "C", "H", "H", "H", "H", "H", "H", "H", "N", "O", "S"],
  "xyz": [[-1.274, -0.603, 1.029], [-1.257, -0.293, -1.066], [-0.078, -0.340, 0.023], [0.700, 1.041, 0.059], [2.275, 0.565, 0.033], [-0.991, -0.071, 1.968], [-1.482, -1.671, 1.131], [-1.334, 0.645, -1.659], [-1.469, -1.196, -1.534], [0.271, 1.779, 0.963], [0.336, 1.751, -0.851], [3.149, 1.078, 0.089], [2.415, -0.666, -0.069], [-2.230, -0.263, -0.019], [0.967, -1.758, -0.097]],
  "nbo_charge": [-0.07, -0.05, -0.27, -0.49, 0.08, 0.19, 0.18, 0.18, 0.18, 0.24, 0.24, 0.21, -0.50, -0.55, 0.42]
}